[1]
Here is the molecule C3H5NO2 in a non-equilibrium geometry from OMol25. Energies are from ωB97M-V/def2-TZVPD.

Calculated values
- LUMO level (eV) = 0.9
- frontier orbital gap (eV) = 11.0
- structure (SMILES) = C/N=C\OC=O
- HOMO level (eV) = -10.10
- E (Eh) = -322.5129
- energy above the lowest of the compared OMol25 structures with the same formula, charge and spin (eV) = 1.671

Each line ends with the natural charge from an NBO analysis.
Geometry (Å):
C: -1.7110 -0.3829 -0.8625  -0.462
N: -1.2464 0.5432 0.1405  -0.421
C: -0.0822 0.5496 0.5789  0.352
O: 0.9670 -0.1057 -0.0614  -0.525
C: 2.1979 0.0087 0.4844  0.653
O: 2.4674 0.5780 1.5034  -0.557
H: -2.4566 0.0678 -1.5239  0.210
H: -2.2822 -0.9235 -0.1011  0.233
H: -0.9431 -0.9073 -1.4795  0.195
H: 0.1734 1.0839 1.4848  0.194
H: 2.9157 -0.5118 -0.1636  0.127

[2]
Here is the molecule C3H5NO2 from OMol25. Energies are from ωB97M-V/def2-TZVPD.

Calculated values
- LUMO level (eV) = 0.6
- frontier orbital gap (eV) = 9.1
- structure (SMILES) = N=C=C(O)CO
- HOMO level (eV) = -8.49
- E (Eh) = -322.4593
- energy above the lowest of the compared OMol25 structures with the same formula, charge and spin (eV) = 3.131

Each line ends with the natural charge from an NBO analysis.
Geometry (Å):
O: -1.5856 -0.5140 -1.1019  -0.663
C: -0.5167 -0.1345 -0.3295  0.067
C: -0.2751 1.2888 0.1222  -0.092
O: 1.1140 1.3077 0.3936  -0.694
C: 0.3515 -1.0152 0.1525  0.305
N: 0.9324 -1.8609 0.8339  -0.607
H: -1.9493 -1.2961 -0.6662  0.483
H: 1.4278 0.8200 -0.3864  0.463
H: -0.5264 2.0754 -0.6030  0.179
H: -0.8312 1.4936 1.0469  0.190
H: 1.8586 -2.1649 0.5379  0.369

[3]
Here is the molecule C3H5NO2 from OMol25. Energies are from ωB97M-V/def2-TZVPD.

Calculated values
- LUMO level (eV) = 0.4
- frontier orbital gap (eV) = 9.2
- HOMO level (eV) = -8.81
- E (Eh) = -322.4333
- energy above the lowest of the compared OMol25 structures with the same formula, charge and spin (eV) = 3.838

Each line ends with the natural charge from an NBO analysis.
Geometry (Å):
N: 1.8129 -0.1356 -0.1901  -0.720
C: 0.6256 0.2042 -0.6739  0.276
C: -1.5510 -0.5581 0.5926  -0.158
O: -1.8088 0.3158 -0.5205  -0.510
C: -0.5607 0.4223 0.1441  0.381
O: -0.0587 1.5440 0.6042  -0.665
H: 1.9265 -0.0013 0.8064  0.420
H: 2.6403 -0.0209 -0.7567  0.401
H: 0.5504 0.3299 -1.7541  0.210
H: -1.4468 -1.6114 0.3215  0.173
H: -2.1441 -0.3553 1.4814  0.192

[4]
Here is the molecule C3H5NO2 in a non-equilibrium geometry from OMol25. Energies are from ωB97M-V/def2-TZVPD.

Calculated values
- LUMO level (eV) = 0.3
- frontier orbital gap (eV) = 10.8
- structure (SMILES) = CC(=O)NC=O
- HOMO level (eV) = -10.47
- E (Eh) = -322.4750
- energy above the lowest of the compared OMol25 structures with the same formula, charge and spin (eV) = 2.702

Each line ends with the natural charge from an NBO analysis.
Geometry (Å):
C: -1.2700 -0.3253 0.2422  -0.715
C: -0.2423 1.0340 -0.0445  0.715
O: -0.5706 2.1700 0.1158  -0.485
N: 1.2499 0.7298 -0.6046  -0.738
C: 1.4970 -0.4550 0.1129  0.529
O: 0.8534 -1.4551 -0.0867  -0.539
H: -1.6633 -0.6144 -0.7428  0.236
H: -2.0161 0.1485 0.8646  0.220
H: -1.0568 -1.3120 0.7277  0.262
H: 1.0594 0.4346 -1.5685  0.384
H: 2.1594 -0.3551 0.9839  0.131

[5]
Here is the molecule C3H5NO2 from OMol25. Energies are from ωB97M-V/def2-TZVPD.

Calculated values
- LUMO level (eV) = 0.8
- frontier orbital gap (eV) = 10.7
- structure (SMILES) = [H]/N=C/OCC=O
- HOMO level (eV) = -9.86
- E (Eh) = -322.5145
- energy above the lowest of the compared OMol25 structures with the same formula, charge and spin (eV) = 1.628

Each line ends with the natural charge from an NBO analysis.
Geometry (Å):
N: 1.3976 0.5783 0.4409  -0.715
C: 1.2214 0.0165 -0.6768  0.403
O: 0.1599 -0.7688 -0.9331  -0.490
C: -0.7972 -0.8466 0.1195  -0.188
C: -1.3380 0.5361 0.4545  0.428
O: -1.6702 0.8832 1.5575  -0.502
H: 2.2346 1.1542 0.4382  0.362
H: 1.8461 0.0907 -1.5691  0.161
H: -0.3928 -1.3134 1.0225  0.216
H: -1.6071 -1.4579 -0.2931  0.216
H: -1.4566 1.1916 -0.4369  0.108

[6]
Here is the molecule C3H5NO2 from OMol25. Energies are from ωB97M-V/def2-TZVPD.

Calculated values
- LUMO level (eV) = 0.8
- frontier orbital gap (eV) = 11.2
- structure (SMILES) = [H]/N=C1/COCO1
- HOMO level (eV) = -10.31
- E (Eh) = -322.5120
- energy above the lowest of the compared OMol25 structures with the same formula, charge and spin (eV) = 1.697

Each line ends with the natural charge from an NBO analysis.
Geometry (Å):
N: 1.8919 -0.9959 -0.2527  -0.666
C: 0.7848 -0.4100 -0.1487  0.528
C: -0.4988 -0.9219 0.4519  -0.161
O: -1.3901 0.1788 0.4495  -0.518
C: -0.6842 1.2645 -0.0960  0.229
O: 0.4179 0.7325 -0.8076  -0.508
H: 2.5225 -0.4128 -0.8027  0.352
H: -0.7127 -1.6282 -0.3556  0.203
H: -0.5650 -1.4434 1.4101  0.220
H: -1.3280 1.8238 -0.7773  0.176
H: -0.2908 1.9130 0.6976  0.144

[7]
Here is the molecule C3H5NO2 from OMol25. Energies are from ωB97M-V/def2-TZVPD.

Calculated values
- LUMO level (spin up / spin down) (eV) = -1.5 / -1.8
- frontier orbital gap (spin up / spin down) (eV) = 8.0 / 7.5
- HOMO level (spin up / spin down) (eV) = -9.45 / -9.22
- E (Eh) = -322.3601
- energy above the lowest of the compared OMol25 structures with the same formula, charge and spin (eV) = 5.829

Each line ends with the natural charge from an NBO analysis.
Geometry (Å):
N: 1.3426 -1.0532 -0.7895  -0.638
C: 0.4310 -0.3509 -0.1519  0.476
C: -0.1589 -1.2724 0.7556  0.019
O: -1.0828 0.1646 -0.7271  -0.612
C: -0.6805 1.3761 -0.1935  0.223
O: 0.6195 0.9681 0.2599  -0.546
H: 2.1249 -0.4432 -1.0395  0.358
H: -0.4788 -2.2314 0.3649  0.224
H: -0.2403 -1.0599 1.8208  0.207
H: -0.5794 2.1722 -0.9454  0.150
H: -1.2971 1.7299 0.6458  0.139

[8]
Here is the molecule C3H5NO2 in a non-equilibrium geometry from OMol25. Energies are from ωB97M-V/def2-TZVPD.

Calculated values
- LUMO level (eV) = 0.9
- frontier orbital gap (eV) = 10.7
- structure (SMILES) = O=CCNC=O
- HOMO level (eV) = -9.81
- E (Eh) = -322.5088
- energy above the lowest of the compared OMol25 structures with the same formula, charge and spin (eV) = 1.783

Each line ends with the natural charge from an NBO analysis.
Geometry (Å):
O: 0.1507 1.5378 1.7341  -0.523
C: -0.8129 0.9510 1.3019  0.437
C: -0.7444 0.0855 0.0827  -0.340
N: 0.5886 -0.0300 -0.3771  -0.675
C: 1.1597 -1.2552 -0.7000  0.539
O: 0.9226 -2.3413 -0.2204  -0.551
H: -1.8083 1.0347 1.7678  0.117
H: -1.1227 -0.9184 0.2851  0.246
H: -1.3955 0.5257 -0.6991  0.213
H: 1.2364 0.7091 -0.1274  0.418
H: 1.6318 -0.9006 -1.6210  0.119